1.
A cluster of 10 separate species, C13H38BF3N10O26P2 in total, computed with ωB97M-V/def2-TZVPD.

The geometry in XYZ format:
```
93
Properties=species:S:1:pos:R:3:forces:R:3:lowdin_charge:R:1
P -1.579852 0.996501 0.945872 0.0 -0.2 -0.1 0.346
P -3.012281 -0.215557 -1.254330 -1.1 0.0 -0.1 0.778
F 3.282744 -2.207390 2.683158 0.0 0.0 0.0 0.152
F 2.961270 -3.748972 1.190816 0.0 0.0 -0.1 0.118
F 2.396790 -1.694342 0.783045 0.0 0.0 0.0 0.144
O -7.228813 -0.150762 0.393715 0.0 0.0 0.0 0.055
O -4.019835 1.548674 8.386424 0.0 0.0 0.0 0.069
O -6.634824 1.307336 1.860569 0.0 0.0 0.0 0.062
O -2.885588 0.853799 0.028362 0.6 -0.1 -0.1 -0.362
O 0.416832 -1.825230 -2.173869 -0.2 -0.1 0.0 0.050
O 7.883184 1.447437 -5.707117 0.0 0.0 0.0 0.065
O -1.983615 2.254691 8.395880 0.0 0.0 0.0 0.057
O -1.482898 2.544728 1.198944 0.1 0.3 0.0 0.031
O -3.627210 -2.632129 2.911467 0.0 -0.1 0.2 0.070
O -3.978851 -1.434191 4.668342 0.0 -0.1 0.0 0.056
O -1.421256 -4.717964 1.519272 0.0 -0.1 -0.1 0.062
O 1.302137 -1.874360 -4.131695 0.0 0.0 0.0 0.076
O -3.129298 4.398290 -4.995908 0.0 0.0 0.0 0.069
O -3.473554 2.916665 -3.472322 0.0 0.1 0.0 0.042
O 4.896602 4.186518 -1.943204 0.0 0.0 0.0 0.074
O 5.825482 1.860574 -5.233074 0.0 0.1 0.0 0.044
O -0.362059 0.398372 0.391355 0.0 0.0 0.1 -0.196
O -2.268394 -1.549147 -0.772134 0.3 -0.1 0.0 -0.251
O -1.379074 3.773732 -0.856811 -0.1 0.1 -0.1 0.176
O -0.965500 -5.534765 3.459503 0.0 0.0 0.0 0.069
O -1.908702 0.466554 -2.232465 0.1 0.0 0.0 -0.255
O 6.638102 3.509681 -0.874824 0.0 0.1 0.1 0.054
O -2.095119 0.419588 2.309757 0.0 -0.1 0.1 -0.156
O 4.724222 -1.474436 -4.288251 0.0 0.0 0.0 0.048
O 4.158290 -2.953719 -5.742301 0.0 0.0 0.0 0.062
O 0.574843 -1.797104 2.928172 0.1 0.2 -0.2 -0.096
N -2.875900 1.541130 7.984623 0.0 0.0 0.0 -0.455
N -6.780850 0.931721 0.715065 0.1 0.0 0.0 -0.444
N 4.419700 -1.815363 -5.415785 0.0 -0.1 0.1 -0.442
N 1.300214 -2.136692 -2.948185 0.1 0.1 0.1 -0.420
N -2.745531 3.596716 -4.172667 -0.1 0.0 0.0 -0.442
N 0.560252 3.771815 0.593851 0.1 -0.8 -0.1 0.215
N 5.657196 4.216770 -0.999969 0.0 -0.1 0.0 -0.444
N 6.992129 1.709013 -4.926997 0.0 0.0 0.0 -0.437
N -1.124422 -5.631664 2.260102 0.0 0.0 0.1 -0.438
N -4.321141 -1.924392 3.607890 0.0 0.2 -0.2 -0.416
C -0.833897 -1.641742 2.804556 0.1 0.0 0.3 -0.175
C 5.380626 5.183852 0.097521 -0.1 0.0 0.0 0.051
C -1.167806 -0.216491 3.219491 -0.2 0.0 0.2 -0.133
C -1.271866 3.426691 -4.024841 0.0 -0.1 0.0 0.044
C 1.065586 -2.943822 2.296342 -0.1 0.2 0.2 -0.114
C 2.466257 -2.860424 -2.374510 0.2 0.0 -0.1 0.057
C 7.356829 1.846078 -3.490113 -0.1 -0.1 0.0 0.045
C 4.363607 -0.767021 -6.467501 0.0 0.1 0.0 0.056
C -6.364068 1.843557 -0.385324 0.0 0.1 0.0 0.049
C -5.668031 -1.600622 3.072866 -0.1 0.1 0.1 0.056
C -2.522576 0.584557 6.898987 -0.1 -0.1 0.0 0.038
C -0.928506 -6.981373 1.662761 0.0 0.0 -0.1 0.053
C 2.430131 -2.630078 1.739015 0.1 -0.1 0.1 -0.597
B -0.758858 3.353284 0.281894 -0.1 0.2 0.1 -0.797
H -2.311650 3.533326 -0.891944 0.1 -0.1 -0.1 0.103
H -6.169861 -0.933143 3.761735 0.0 0.0 0.0 0.097
H 5.259222 4.606581 1.009010 0.0 0.0 0.0 0.102
H -5.602075 1.322747 -0.959205 0.0 0.0 0.0 0.061
H 6.246577 5.833734 0.177231 0.0 0.0 0.0 0.101
H 5.084855 -1.041694 -7.231612 0.0 0.0 0.0 0.106
H 0.421706 -3.243978 1.468032 0.1 -0.1 -0.1 0.122
H -1.636066 -7.650521 2.142594 0.0 0.0 0.0 0.101
H 2.884964 -2.214816 -1.608212 0.0 0.0 0.0 0.094
H -1.093299 2.680717 -3.261822 0.0 0.0 0.0 0.067
H 4.482717 5.733645 -0.156263 0.0 0.0 0.0 0.095
H -1.311935 -1.556628 -0.955488 0.1 0.1 0.2 0.028
H -1.166083 -1.821869 1.779423 0.0 0.0 0.0 0.111
H -6.206817 -2.534101 2.943481 0.0 0.0 0.0 0.106
H -7.240500 2.025390 -0.999774 0.0 0.0 0.0 0.103
H -5.506636 -1.126522 2.110991 0.0 0.0 0.0 0.077
H -0.246327 0.356514 3.327140 0.0 0.1 -0.2 0.134
H 3.175582 -3.045603 -3.172078 0.0 0.0 0.0 0.068
H 1.190074 3.775259 -0.197641 0.0 0.4 0.0 0.087
H -1.101827 -6.906492 0.596307 0.0 0.0 0.0 0.094
H 4.607207 0.182363 -6.008505 0.0 0.0 0.0 0.061
H -0.892143 3.126403 -4.997455 0.0 0.0 0.0 0.103
H 0.088912 -7.286039 1.888987 0.0 0.0 0.0 0.101
H -3.406788 0.020114 6.631338 0.0 0.0 0.0 0.075
H -1.967094 0.015305 -3.085233 0.2 0.1 -0.1 0.066
H 0.980776 3.216325 1.327500 0.0 0.1 0.1 0.086
H 1.168326 -3.773888 3.003273 0.0 -0.1 -0.1 0.142
H -1.342532 -2.342278 3.466190 0.0 -0.1 -0.1 0.110
H -1.734976 -0.057941 7.281350 0.0 0.0 0.0 0.105
H 2.099729 -3.779907 -1.928179 -0.1 0.0 0.0 0.104
H -5.983363 2.754588 0.059366 0.0 0.0 0.0 0.096
H 7.799887 0.901211 -3.189346 0.0 0.0 0.0 0.105
H -1.706261 -0.206427 4.162329 0.1 0.0 0.1 0.094
H 8.086141 2.646663 -3.416760 0.0 0.0 0.0 0.102
H 3.357267 -0.776369 -6.875762 0.0 -0.1 0.0 0.104
H 6.461991 2.072276 -2.927711 0.0 0.0 0.0 0.066
H -0.866343 4.392708 -3.742244 0.0 0.0 0.0 0.102
H -2.156205 1.173772 6.063537 0.0 0.0 0.0 0.094
```
Forces are in eV/Å.

E_HOMO = -9.711 eV
Total energy = -109624.392 eV
Kohn-Sham gap = 9.436 eV
Largest force on an atom = 1.1 eV Å⁻¹
Lowest unoccupied orbital energy = -0.01010 Ha
Structure (SMILES) = NB(O)O[P@@](=O)(OCCOCC(F)(F)F)OP(O)O.C[N+](=O)[O-].C[N+](=O)[O-].C[N+](=O)[O-].C[N+](=O)[O-].C[N+](=O)[O-].C[N+](=O)[O-].C[N+](=O)[O-].C[N+](=O)[O-].C[N+](=O)[O-]

2.
A structure of composition C13H38CoO10, computed with ωB97M-V/def2-TZVPD.

The geometry in XYZ format:
```
62
Properties=species:S:1:pos:R:3:forces:R:3:lowdin_charge:R:1
Co -2.479063 1.909576 1.255353 3.3 -0.8 -1.0 1.179
O 1.137267 3.599466 -0.603507 -0.4 -0.4 -0.1 -0.061
O -0.245613 -1.510794 2.802973 0.7 -0.7 -0.2 -0.113
O -2.129193 0.413606 -3.139257 -1.0 0.2 -0.1 0.100
O -3.216253 -1.880214 0.247563 -0.2 1.1 -0.2 -0.125
O -1.045323 1.889846 -0.288877 -1.8 6.4 -0.6 -0.007
O -1.244653 0.237916 0.834123 -3.0 -3.6 6.7 -0.030
O 0.516017 -2.533884 -1.302687 0.6 -0.8 0.5 0.031
O -1.380943 2.736966 2.816463 -2.2 1.4 -1.6 -0.099
O 1.652187 0.286176 -3.135677 -0.6 -0.1 -0.9 -0.066
O -0.323203 0.044916 -1.094937 2.2 -2.7 -3.1 0.043
C -0.744403 1.305506 4.548553 0.0 -1.0 0.3 -0.062
C -2.555633 -1.006654 -5.015767 1.0 1.1 -0.5 -0.032
C -0.777863 0.688556 -0.190377 -0.5 0.7 -1.5 -0.984
C 3.967597 0.602136 -3.143777 1.0 -0.7 0.7 -0.076
C 1.862987 3.756916 0.584033 0.6 0.5 0.1 -0.334
C -0.870013 -3.512304 3.974273 0.0 0.0 -0.7 -0.067
C -1.300793 -2.481604 2.942223 -0.2 1.0 0.9 -0.293
C 2.692627 0.948456 -2.454687 -0.3 0.2 0.4 -0.335
C 3.272497 3.288936 0.402323 1.0 0.5 -0.9 -0.088
C 1.472637 -2.506584 -0.261857 0.0 -0.4 -0.5 -0.048
C -0.280193 2.156686 3.414483 2.0 -1.5 1.5 -0.313
C -1.539963 -0.500394 -3.975277 -1.6 -1.1 -0.8 -0.265
C -2.847533 -2.879934 -0.668657 -0.4 -1.0 0.8 -0.144
H -0.663853 -0.026484 -4.417937 0.6 0.0 -0.4 0.153
H 0.138127 -1.651404 -1.297947 -0.7 1.2 0.0 0.026
H 1.041937 -2.179794 0.684613 -0.5 -0.1 0.3 0.090
H 3.348177 2.211846 0.253173 0.0 -0.1 0.6 0.064
H 1.918907 -3.496804 -0.170187 0.0 0.2 0.0 0.107
H -2.107423 -1.860764 3.332093 -0.7 -0.5 0.1 0.103
H -3.682033 -3.581064 -0.656697 0.1 -0.1 -0.4 0.092
H 3.933557 3.717866 1.155393 0.0 -0.6 0.4 0.081
H 0.891077 0.117726 -2.575387 0.2 0.5 0.4 0.019
H 1.834387 4.819886 0.823553 0.2 0.1 0.3 0.114
H -2.751223 -0.127344 -5.629487 -0.5 0.0 -0.1 0.086
H 0.377457 3.050096 -0.397417 -0.3 -0.1 -0.4 0.023
H 0.265257 1.570136 2.675203 0.0 0.3 0.0 0.119
H 4.033027 -0.485864 -3.135737 0.0 -0.1 -0.5 0.078
H 2.571627 2.027136 -2.355207 -0.5 0.2 -0.4 0.105
H -3.493623 -1.411884 -4.636177 0.3 0.1 0.3 0.087
H -1.681073 3.337906 3.502323 -0.8 0.5 -0.2 0.134
H 0.323267 2.923496 3.900233 0.4 0.3 -0.8 0.139
H -0.643013 -3.014524 4.917023 0.1 -0.1 -0.1 0.078
H -2.484333 -1.259274 0.229413 0.1 0.3 0.4 0.017
H 0.002847 -4.025644 3.570913 0.2 0.0 0.3 0.076
H -1.587193 0.493116 -2.350897 0.9 0.3 0.7 0.060
H 4.125477 0.995866 -4.147847 -0.4 0.0 0.1 0.085
H -1.996563 -3.395414 -0.223437 0.3 -0.3 -0.6 0.071
H 2.677617 0.617706 -1.416187 0.4 -0.3 0.3 0.093
H 0.051577 0.599096 4.784123 -0.1 0.0 0.3 0.097
H 4.809287 0.898386 -2.517767 0.1 0.4 -0.1 0.077
H -1.639843 -2.876084 1.984343 0.3 -0.2 0.0 0.091
H 2.207527 -1.728014 -0.466457 0.4 0.1 -0.2 0.105
H 3.702857 3.678256 -0.520347 -0.3 0.3 -0.2 0.079
H -1.163313 -1.340314 -3.391527 0.6 -0.4 0.5 0.129
H -1.005523 1.890116 5.430683 0.0 0.0 0.0 0.092
H -0.473543 -0.933294 2.070753 -0.2 0.1 -0.2 0.011
H -2.640663 -2.531684 -1.680607 0.0 0.1 0.0 0.072
H -1.610563 0.713566 4.252813 0.0 -0.2 0.0 0.078
H 1.479997 3.201026 1.439833 -0.6 0.0 0.0 0.088
H -2.090953 -1.700194 -5.716607 0.1 -0.2 0.3 0.088
H -1.612463 -4.290684 4.150373 -0.2 0.2 -0.1 0.079
```
Forces are in eV/Å.

E_HOMO (spin up / spin down) = -12.227 / -11.908 eV
Total energy = -72186.012 eV
Multiplicity = 5
Kohn-Sham gap (spin up / spin down) = 6.733 / 3.206 eV
Largest force on an atom = 8.2 eV Å⁻¹
Total charge = +1
Lowest unoccupied orbital energy (spin up / spin down) = -0.20193 / -0.31980 Ha

3.
A structure of composition C13H39N2O11Tl, computed with ωB97M-V/def2-TZVPD.

The geometry in XYZ format:
```
66
Properties=species:S:1:pos:R:3:forces:R:3:lowdin_charge:R:1
Tl -3.654596 9.056402 -3.510092 0.1 0.0 0.0 0.993
O -2.954951 3.378591 0.938082 -1.7 -0.2 0.7 0.198
O 5.772015 0.111278 3.863122 -1.7 -0.1 -1.1 -0.163
O -4.193816 -2.546450 -3.401099 -0.4 1.2 1.3 -0.185
O -5.127796 2.544867 1.279184 1.7 -0.1 1.2 0.218
O 0.239348 5.515174 5.018888 0.2 -0.1 0.0 -0.051
O 0.546985 7.587731 0.170493 -0.2 0.1 -0.2 -0.057
O 0.300269 -2.909187 -7.142778 -0.5 -0.7 0.8 -0.193
O -0.833960 4.535473 -4.285865 -0.1 0.3 0.1 -0.056
O 2.519535 -0.827086 6.665849 0.7 -1.5 -2.6 -0.130
O -6.982756 -1.597200 4.301000 0.1 -0.2 0.0 -0.051
O -4.668006 4.143191 -0.063669 0.4 1.5 -0.6 0.158
N 2.849846 -0.035535 3.997455 -1.1 -1.8 -0.8 0.058
N -1.534492 -1.040453 -5.488239 0.8 -1.6 3.1 0.040
C 3.524909 0.157249 2.734596 2.5 1.3 0.3 -0.166
C 2.580577 -1.447427 4.323150 1.2 -0.3 1.0 -0.156
C 0.477301 -2.568837 -5.777515 0.9 0.4 -0.3 -0.213
C -4.221333 3.374396 0.814181 4.3 -0.2 -0.4 -0.740
C 1.095617 -4.050622 -7.629400 0.2 2.1 -0.5 -0.047
C -2.155931 -1.813182 -4.347149 -0.6 1.6 -0.2 -0.167
C 7.132494 -0.206045 3.671225 -0.1 -0.5 0.5 -0.097
C -5.630763 -2.505022 -3.151217 1.3 0.2 -1.2 -0.047
C 5.003863 -0.339666 2.706445 0.0 -0.4 1.4 -0.178
C -3.671051 -1.685601 -4.406935 -0.1 -2.3 -1.0 -0.227
C 1.961361 -0.937326 7.913049 -1.1 0.3 0.8 -0.098
C -0.071823 -1.151848 -5.395419 -0.1 0.1 -2.0 -0.169
C 1.897098 -1.695173 5.685028 0.2 2.0 -1.0 -0.164
H 7.203887 -1.226522 3.294888 0.2 0.0 -0.6 0.090
H 7.627812 -0.292919 4.638294 -0.1 0.7 0.1 0.099
H -3.930238 -2.219408 -5.321257 -0.4 0.4 -0.7 0.125
H 3.519305 -2.001403 4.322645 0.2 0.2 -0.1 0.123
H 0.078711 -3.337637 -5.115576 -0.2 -0.1 0.1 0.116
H -0.293067 6.280435 5.236020 -0.1 0.2 0.1 0.033
H 1.848268 -2.762495 5.900746 0.6 0.0 0.5 0.135
H -6.059315 -2.581669 -4.150503 -0.7 -0.6 0.2 0.088
H -6.724287 -1.034008 3.571455 0.1 0.1 -0.2 0.021
H -1.847955 -2.857769 -4.301386 -0.1 -0.2 -0.4 0.123
H 1.951517 -1.896745 3.554706 -0.2 -0.1 -0.2 0.134
H 3.007008 -0.260842 1.871414 -0.2 -0.4 -0.1 0.133
H -1.085482 3.799704 -3.727641 -0.1 -0.2 0.2 0.027
H 3.563665 1.234726 2.574492 -0.2 0.1 0.0 0.128
H 0.859265 -1.429222 5.484353 -0.4 0.5 0.7 0.125
H 0.424395 -0.804316 -4.489284 -0.9 -0.4 0.6 0.122
H -4.019504 -0.656105 -4.489476 -0.1 0.1 0.6 0.131
H 7.569013 0.561090 3.031643 0.4 -0.3 -0.1 0.102
H -7.381107 -1.000941 4.935057 -0.1 0.1 0.2 0.031
H -1.904862 -1.415626 -3.363777 0.8 0.4 -0.2 0.126
H 4.987464 -1.429456 2.719869 0.0 -0.3 0.2 0.110
H -0.517398 4.127863 -5.092002 0.1 -0.1 -0.3 0.033
H -5.842435 -3.321333 -2.460620 -0.1 0.0 -0.4 0.096
H 1.544351 -2.472577 -5.576943 0.3 -0.2 0.1 0.120
H 0.325762 -0.426751 -6.105540 0.1 -0.2 -0.5 0.119
H 1.164401 -4.975287 -7.056361 -0.8 0.2 0.3 0.091
H -0.159003 5.163776 4.222600 -0.1 -0.1 -0.2 0.019
H 1.953741 0.410642 3.863241 -0.3 0.6 0.7 0.134
H 2.105207 -3.652843 -7.732365 0.3 -0.2 0.1 0.084
H 1.390178 -1.865007 7.948315 0.0 0.0 0.7 0.097
H 0.723060 -4.164693 -8.647385 -0.1 -0.5 0.3 0.093
H -6.014777 -1.567350 -2.749451 0.5 0.2 0.3 0.084
H 1.277672 -0.091484 7.985278 -0.5 0.1 0.5 0.106
H 1.367556 7.713444 0.647035 0.2 0.1 0.1 0.036
H 2.683557 -0.817473 8.720609 0.2 -0.3 -0.2 0.105
H 5.552479 -0.116609 1.791371 -0.3 0.6 -0.2 0.125
H -5.566254 3.030394 0.576596 -4.7 -1.0 -0.9 0.086
H 0.278813 6.694464 0.385888 -0.1 -0.2 0.1 0.023
H -1.861351 -1.385740 -6.379318 -0.1 0.0 -0.3 0.125
```
Forces are in eV/Å.

E_HOMO = -12.705 eV
Total energy = -44282.433 eV
Kohn-Sham gap = 1.465 eV
Largest force on an atom = 4.9 eV Å⁻¹
Total charge = +2
Lowest unoccupied orbital energy = -0.41306 Ha